Entry 1:
{"formula": "C46H73BF4N6OP2Ti", "method": "ωB97M-V with the def2-TZVPD basis set", "elements": ["Ti", "C", "C", "N", "C", "C", "C", "C", "N", "C", "C", "F", "C", "F", "C", "C", "F", "C", "F", "H", "H", "H", "H", "H", "H", "H", "H", "H", "H", "H", "H", "H", "H", "H", "C", "C", "C", "C", "P", "C", "N", "B", "N", "C", "P", "C", "C", "C", "C", "C", "C", "C", "C", "C", "C", "C", "C", "C", "C", "C", "C", "C", "C", "H", "H", "H", "H", "H", "H", "H", "H", "H", "H", "H", "H", "H", "H", "H", "H", "H", "H", "H", "H", "H", "H", "H", "H", "H", "H", "H", "H", "H", "H", "H", "H", "H", "H", "H", "H", "H", "H", "H", "H", "H", "H", "H", "H", "C", "C", "N", "C", "C", "C", "O", "C", "C", "C", "C", "N", "C", "H", "H", "H", "H", "H", "H", "H", "H", "H", "H", "H", "H", "H", "H"], "coordinates": [[-0.844116, -0.209557, 0.265835], [-2.029496, 2.868477, 1.892334], [-2.910960, 1.675701, 2.175355], [-2.304892, 0.328419, 1.879604], [-3.414092, -0.659306, 1.630003], [-4.426291, -0.821936, 2.754402], [-1.513588, -0.025370, 3.094411], [-0.896836, -1.399194, 2.968787], [-0.570441, -1.619243, 1.558944], [-0.508853, -2.952948, 1.126000], [-0.766705, -3.195849, -0.210976], [-1.107662, -2.063803, -0.943691], [-0.678290, -4.422149, -0.816969], [-0.944380, -4.535168, -2.115380], [-0.319680, -5.514410, -0.052526], [-0.045909, -5.311024, 1.284354], [0.334723, -6.328896, 2.039362], [-0.128103, -4.058067, 1.877221], [0.236084, -3.917807, 3.150504], [-2.489580, 3.758640, 2.325402], [-1.905975, 3.045884, 0.825315], [-1.041713, 2.759280, 2.338024], [-3.837697, 1.749008, 1.625617], [-3.181999, 1.674432, 3.231418], [-2.964471, -1.628156, 1.413392], [-3.918474, -0.334440, 0.719445], [-3.980003, -1.239073, 3.656932], [-5.196365, -1.518836, 2.424007], [-4.920516, 0.114699, 3.009576], [-2.150912, 0.016331, 3.977808], [-0.736367, 0.730353, 3.203228], [-1.584034, -2.175973, 3.307283], [-0.013638, -1.447108, 3.606253], [-0.238541, -6.500274, -0.490453], [4.511549, 1.044957, 4.126118], [3.090996, 0.491535, 4.001491], [2.569808, 0.074940, 5.384766], [3.144696, -0.783880, 3.146810], [1.811082, 1.650363, 3.246455], [2.413847, 1.805120, 1.491964], [1.400496, 2.312512, 0.562971], [0.171432, 1.716768, 0.147995], [-0.255560, 2.409553, -1.054577], [-1.415425, 2.367451, -1.932688], [-2.374375, 0.788080, -1.910979], [-1.923539, -0.150554, -3.483409], [-2.592713, -1.542058, -3.450097], [-0.400942, -0.311463, -3.477969], [-2.284828, 0.535979, -4.803919], [-4.159461, 1.390450, -2.075011], [-4.296742, 2.577453, -3.046284], [-5.046243, 0.229615, -2.539544], [-4.687463, 1.880975, -0.730803], [0.694758, 3.419755, -1.306941], [0.717338, 4.378044, -2.310722], [1.806418, 5.236303, -2.364699], [2.841205, 5.130396, -1.440225], [2.808564, 4.183149, -0.425751], [1.711368, 3.335092, -0.351096], [2.093713, 3.383403, 3.919878], [0.906610, 4.224465, 3.425683], [2.037121, 3.346592, 5.451653], [3.382079, 4.078253, 3.471935], [5.176473, 0.254442, 4.487648], [4.572813, 1.868565, 4.837174], [4.902724, 1.389945, 3.165457], [3.239382, -0.678466, 5.808417], [1.571590, -0.365930, 5.316312], [2.523442, 0.906037, 6.087921], [3.629779, -1.577273, 3.722675], [3.726465, -0.646876, 2.233648], [2.145181, -1.139687, 2.874767], [2.742175, 0.821911, 1.155528], [3.286068, 2.449632, 1.444882], [-1.089500, 2.542100, -2.959279], [-2.095768, 3.186653, -1.689339], [-2.794482, -1.907102, -2.444731], [-1.939912, -2.270695, -3.933275], [-3.536752, -1.540289, -3.992695], [-0.029780, -0.804470, -2.582173], [0.110270, 0.646196, -3.597725], [-0.115108, -0.942356, -4.321232], [-3.354950, 0.558417, -4.990155], [-1.834143, -0.047398, -5.611242], [-1.884003, 1.548589, -4.879241], [-3.873812, 2.408889, -4.024376], [-3.874675, 3.496949, -2.638603], [-5.365111, 2.761376, -3.181943], [-4.875378, -0.036685, -3.581606], [-6.089157, 0.541485, -2.450846], [-4.916241, -0.666034, -1.925771], [-4.020411, 2.596986, -0.247784], [-4.895499, 1.052127, -0.059189], [-5.637460, 2.391107, -0.905205], [-0.084475, 4.470348, -3.031983], [1.851551, 5.993462, -3.135813], [3.686488, 5.802352, -1.507085], [3.626917, 4.123039, 0.277146], [-0.036010, 3.863686, 3.844332], [0.831375, 4.230401, 2.334340], [1.041142, 5.259478, 3.752675], [1.177621, 2.779525, 5.817709], [1.939545, 4.369291, 5.824882], [2.943563, 2.925818, 5.888786], [3.333381, 4.373052, 2.423204], [4.277842, 3.477226, 3.627529], [3.501442, 4.999445, 4.048405], [5.489825, -5.767626, 0.324695], [5.351515, -4.659443, 1.355848], [4.974132, -3.368553, 0.754668], [5.984522, -2.310097, 0.756136], [7.129442, -2.573078, -0.209143], [3.689996, -3.223459, 0.391702], [2.827828, -4.074254, 0.601412], [3.226420, -1.969037, -0.318203], [3.847369, -1.296807, -1.354224], [3.175632, -0.227246, -1.939713], [1.919411, 0.112784, -1.499047], [1.280444, -0.554678, -0.510696], [1.957743, -1.557053, 0.059574], [5.772106, -6.699032, 0.816506], [6.256828, -5.527445, -0.412994], [4.544006, -5.930572, -0.190851], [6.292621, -4.498526, 1.880834], [4.595980, -4.922413, 2.095056], [6.372146, -2.230735, 1.774636], [5.503490, -1.357959, 0.543675], [7.662964, -3.486919, 0.054589], [7.845302, -1.751048, -0.177746], [6.773025, -2.684766, -1.235411], [4.826484, -1.590701, -1.711091], [3.621088, 0.343346, -2.743386], [1.399377, 0.948177, -1.942507], [1.493450, -2.083058, 0.872840]], "forces_ev_per_a": [[-0.21, -0.36, -0.14], [0.00, 0.01, 0.04], [0.02, -0.05, -0.01], [0.02, 0.16, 0.10], [0.06, 0.06, -0.01], [-0.02, 0.01, 0.02], [0.00, -0.03, -0.03], [0.05, 0.06, -0.04], [-0.11, 0.05, 0.01], [-0.05, 0.11, 0.08], [-0.01, 0.01, -0.01], [0.00, -0.05, -0.02], [0.01, -0.02, -0.02], [0.00, 0.01, -0.02], [0.00, -0.08, -0.04], [0.00, -0.03, 0.00], [0.01, -0.01, 0.02], [0.04, -0.02, -0.07], [0.02, 0.01, 0.12], [0.00, -0.02, 0.00], [-0.02, 0.01, -0.04], [-0.02, -0.01, -0.04], [-0.11, 0.00, -0.11], [-0.03, -0.01, 0.03], [0.04, -0.07, 0.00], [0.06, -0.04, 0.07], [0.00, 0.01, -0.01], [0.01, 0.00, 0.00], [0.00, -0.02, -0.01], [-0.02, 0.02, 0.04], [0.03, 0.00, -0.01], [-0.06, -0.04, -0.01], [0.04, -0.04, 0.04], [0.00, 0.03, 0.02], [0.03, -0.05, 0.04], [0.02, -0.02, -0.04], [0.01, 0.03, 0.08], [-0.02, -0.02, 0.02], [0.00, -0.02, 0.02], [-0.07, 0.08, 0.01], [0.08, -0.05, -0.06], [-0.12, 0.22, -0.04], [0.08, 0.06, -0.05], [0.00, 0.01, 0.10], [0.08, 0.04, 0.04], [0.02, -0.02, -0.01], [-0.05, -0.04, -0.05], [-0.03, -0.03, 0.04], [0.02, 0.06, 0.02], [0.00, 0.01, -0.07], [-0.03, -0.01, 0.14], [-0.04, 0.01, -0.03], [-0.04, 0.02, 0.03], [-0.01, -0.03, 0.00], [0.00, 0.00, 0.00], [0.00, 0.00, -0.01], [0.01, -0.01, 0.01], [-0.02, 0.00, 0.00], [0.01, -0.02, 0.04], [-0.03, 0.01, 0.00], [0.00, 0.03, 0.02], [0.02, 0.04, 0.01], [0.07, 0.01, 0.01], [-0.02, 0.01, 0.00], [0.01, -0.08, -0.02], [0.00, -0.03, 0.02], [-0.01, 0.02, 0.00], [0.02, 0.01, 0.00], [0.00, -0.12, -0.07], [-0.02, 0.01, -0.02], [0.00, 0.02, -0.02], [0.02, 0.01, 0.02], [-0.02, -0.08, 0.01], [0.05, 0.06, -0.02], [0.02, 0.02, -0.07], [-0.04, 0.00, 0.05], [-0.01, -0.01, -0.01], [0.00, 0.01, -0.01], [0.09, -0.02, 0.03], [-0.08, -0.03, -0.07], [-0.04, -0.01, 0.00], [0.00, 0.02, -0.04], [-0.04, 0.06, 0.02], [-0.02, 0.02, 0.02], [-0.01, 0.00, 0.00], [0.13, -0.08, -0.22], [-0.01, -0.04, 0.00], [0.01, -0.01, -0.01], [-0.03, 0.04, 0.09], [0.01, -0.01, 0.00], [0.00, 0.04, -0.02], [0.01, 0.00, -0.03], [-0.01, 0.05, 0.06], [0.02, 0.00, 0.02], [0.02, 0.00, 0.02], [0.00, -0.01, 0.01], [-0.02, -0.01, 0.00], [0.00, 0.00, 0.01], [0.06, 0.03, 0.00], [0.00, 0.00, 0.05], [-0.01, -0.03, -0.01], [0.01, 0.01, -0.01], [0.01, -0.02, -0.01], [-0.06, 0.05, -0.02], [0.01, 0.00, 0.01], [-0.11, 0.13, -0.04], [-0.01, 0.00, -0.02], [0.01, -0.01, -0.02], [0.01, 0.03, -0.02], [-0.01, 0.01, -0.01], [-0.02, -0.05, 0.00], [0.02, -0.02, -0.02], [0.01, -0.06, -0.01], [0.06, 0.07, -0.01], [0.03, 0.00, 0.03], [0.00, -0.01, -0.01], [0.07, -0.01, -0.02], [0.00, 0.10, 0.06], [0.07, -0.11, 0.03], [0.04, -0.04, 0.04], [-0.01, 0.03, -0.01], [-0.02, -0.01, 0.02], [0.02, 0.00, 0.01], [0.01, 0.00, 0.00], [-0.03, -0.01, 0.01], [0.00, 0.00, 0.02], [-0.03, 0.03, -0.02], [-0.01, 0.02, -0.01], [-0.02, -0.02, 0.00], [0.01, 0.01, 0.02], [-0.02, 0.00, 0.01], [0.00, -0.02, 0.02], [0.04, -0.03, 0.09], [0.09, 0.06, -0.07]], "lowdin_charge": [1.0982, -0.0570, -0.2077, -0.2159, -0.2243, -0.0391, -0.1771, -0.1652, -0.1139, -0.1864, -0.1132, -0.0268, -0.1958, 0.1270, 0.1155, -0.1974, 0.1464, -0.1472, 0.1298, 0.1085, 0.0582, 0.0350, 0.0859, 0.1277, 0.1103, 0.0817, 0.0835, 0.0968, 0.0856, 0.1338, 0.0548, 0.1342, 0.1115, 0.1566, -0.0803, -0.6920, -0.0960, -0.1010, 1.1654, -0.2611, 0.0137, -0.5036, -0.0257, -0.2844, 1.1498, -0.6623, -0.0837, -0.0946, -0.0718, -0.6642, -0.0654, -0.0764, -0.0911, -0.1742, -0.0034, -0.0671, -0.0630, -0.0015, -0.1645, -0.6932, -0.1060, -0.0967, -0.0758, 0.0944, 0.0706, 0.0813, 0.0942, 0.0721, 0.0610, 0.1000, 0.0604, 0.0598, 0.0671, 0.0762, 0.0915, 0.0955, 0.0583, 0.0959, 0.0785, 0.0445, 0.0854, 0.1083, 0.0730, 0.1044, 0.0850, 0.0644, 0.0839, 0.1044, 0.0690, 0.1034, 0.0858, 0.0737, 0.0607, 0.1081, 0.1115, 0.1130, 0.1140, 0.0999, 0.0714, 0.0708, 0.0981, 0.0834, 0.0950, 0.0702, 0.0584, 0.0610, 0.0995, -0.0585, -0.1824, -0.0375, -0.2108, -0.0603, -0.4024, 0.0739, -0.0768, 0.0411, 0.0166, -0.1257, 0.0047, -0.0680, 0.0856, 0.0730, 0.0732, 0.1222, 0.1227, 0.1261, 0.0992, 0.0786, 0.0862, 0.0736, 0.1228, 0.1302, 0.0982, 0.0936], "homo_energy_ev": -12.788, "relative_energy_ev": 0.000, "gap_ha": 0.2379, "charge": 2, "spin_multiplicity": 1}



Entry 2:
{"formula": "CH6NPS", "method": "ωB97M-V with the def2-TZVPD basis set", "elements": ["C", "N", "P", "S", "H", "H", "H", "H", "H", "H"], "coordinates": [[-0.857291, -0.778292, -0.120307], [1.835325, -0.605389, -0.056127], [0.554092, 0.154094, 0.232996], [0.532499, 1.861103, -0.924056], [-0.869496, -1.667880, 0.646159], [-1.683229, -0.279420, 0.212940], [-1.005520, -1.168241, -1.186481], [2.818447, -0.332255, -0.018296], [-0.529554, 0.718529, 2.271563], [-0.795274, 2.097751, -1.058389]], "forces_ev_per_a": [[0.04, -4.55, -0.55], [1.34, -0.63, 0.56], [-0.64, 1.12, 1.63], [-0.30, 0.89, -0.42], [0.42, 1.34, -1.61], [-2.26, 1.78, 0.53], [0.53, 0.61, 1.49], [-0.82, 0.07, 0.05], [1.41, -0.48, -2.03], [0.27, -0.16, 0.36]], "nbo_charge": [-1.0529, -1.2457, 1.4897, -0.2998, 0.2787, 0.2538, 0.2621, 0.4140, -0.2561, 0.1562], "homo_energy_ev": [-8.499, -8.950], "relative_energy_ev": 3.753, "gap_ha": [0.2877, 0.3013], "spin_multiplicity": 1}



Entry 3:
{"formula": "C17H31F3NO12Ti", "method": "ωB97M-V with the def2-TZVPD basis set", "elements": ["Ti", "C", "C", "O", "H", "H", "H", "H", "H", "C", "C", "O", "C", "O", "C", "F", "F", "F", "H", "H", "H", "H", "H", "C", "O", "C", "O", "O", "C", "H", "H", "H", "H", "H", "H", "C", "O", "C", "O", "O", "C", "H", "H", "H", "H", "H", "H", "C", "O", "C", "O", "O", "C", "H", "H", "H", "H", "H", "H", "C", "C", "N", "H", "H", "H"], "coordinates": [[-0.070898, 0.167415, 0.580522], [0.279330, 2.313297, 3.431272], [1.534260, 1.481112, 3.166989], [1.685993, 1.023100, 1.875075], [0.211966, 2.635815, 4.478852], [-0.644425, 1.796153, 3.166142], [0.313264, 3.229472, 2.841369], [1.533398, 0.609376, 3.863780], [2.415190, 2.085226, 3.476488], [-3.386080, 2.427710, -3.114216], [-2.284862, 1.756341, -2.311675], [-1.834160, 0.595196, -3.043254], [-1.551624, -0.478799, -2.367946], [-1.696472, -0.674631, -1.189902], [-1.173043, -1.640279, -3.307857], [-0.259256, -2.424196, -2.729199], [-2.263596, -2.390930, -3.551530], [-0.679050, -1.221993, -4.471052], [-2.949661, 2.940028, -3.969192], [-3.905609, 3.142509, -2.476580], [-4.134910, 1.705323, -3.438679], [-2.612532, 1.459386, -1.317675], [-1.442053, 2.424377, -2.162929], [3.536570, -1.978439, -2.468075], [2.289879, -1.343910, -2.178006], [2.193261, -0.033657, -2.031833], [1.150400, 0.505216, -1.753077], [3.348465, 0.596718, -2.218935], [3.271367, 2.010402, -2.300396], [4.110287, -2.146552, -1.554480], [4.160657, -1.378746, -3.125096], [3.291553, -2.929773, -2.926290], [2.649497, 2.408868, -1.498938], [2.820141, 2.311951, -3.246433], [4.256212, 2.449764, -2.186469], [-1.828695, -0.157774, 4.557732], [-2.909114, -0.780694, 3.876341], [-2.916397, -0.633176, 2.553095], [-2.062581, -0.098578, 1.897403], [-3.999207, -1.221867, 2.072726], [-4.042703, -1.363111, 0.666273], [-2.035883, 0.896989, 4.745251], [-0.884963, -0.231317, 4.016840], [-1.708261, -0.655143, 5.517228], [-3.989052, -0.405441, 0.143281], [-4.974038, -1.850161, 0.394831], [-3.208290, -1.961545, 0.291837], [2.772453, -1.717490, 1.186211], [2.208468, -3.005541, 0.923065], [0.962272, -3.009413, 0.488718], [0.209431, -2.058881, 0.512144], [0.619650, -4.238727, 0.135051], [-0.759520, -4.417791, -0.154346], [2.731239, -1.069597, 0.308157], [3.819657, -1.864666, 1.432165], [2.246007, -1.175252, 1.973568], [-1.380842, -4.198594, 0.719160], [-0.897748, -5.471839, -0.379497], [-1.101589, -3.800643, -0.981076], [1.951834, 3.669554, 0.615419], [0.601304, 3.256117, 0.299294], [-0.469339, 2.902300, 0.055420], [1.968001, 4.251638, 1.536771], [2.395478, 4.213112, -0.215385], [2.518953, 2.764672, 0.871518]], "forces_ev_per_a": [[0.17, 0.60, 0.53], [0.07, 0.40, 0.09], [0.23, -0.67, 0.02], [-0.70, -0.04, -0.71], [0.05, -0.18, -0.01], [0.15, -0.05, -0.12], [-0.08, 0.05, -0.05], [-0.07, 0.22, 0.17], [-0.12, 0.03, 0.03], [0.19, -0.20, 0.24], [-0.50, 0.48, 0.28], [0.26, 0.35, -0.39], [-0.57, -0.46, 0.07], [0.56, 0.05, 0.15], [0.34, -0.05, 0.11], [-0.17, 0.00, -0.07], [0.06, 0.10, -0.01], [-0.05, -0.02, -0.09], [-0.23, 0.01, -0.12], [0.14, 0.16, -0.04], [0.08, -0.05, -0.12], [-0.02, -0.14, -0.05], [0.16, -0.14, -0.08], [0.54, 0.06, 0.08], [-0.19, -0.13, 0.08], [0.25, -0.04, 0.14], [-0.31, -0.03, 0.03], [0.39, -0.23, -0.16], [-0.62, 0.91, 0.32], [-0.22, -0.01, 0.08], [-0.18, 0.00, -0.18], [-0.06, -0.02, -0.01], [-0.01, -0.22, -0.08], [0.12, -0.08, -0.05], [0.23, -0.40, -0.16], [0.64, 0.32, 0.52], [-0.21, 0.01, -0.25], [0.10, -0.39, 0.46], [0.48, 0.25, -0.39], [-0.36, -0.14, 0.27], [0.20, 0.03, -1.11], [-0.12, -0.06, -0.14], [-0.16, -0.09, -0.17], [-0.23, -0.14, -0.06], [0.00, 0.04, 0.27], [-0.10, -0.03, 0.33], [-0.02, 0.03, 0.23], [0.10, 0.73, 0.12], [0.33, -0.29, -0.49], [-0.09, 0.35, 0.80], [-0.12, -0.04, -0.38], [0.12, -0.11, -0.14], [-0.78, -0.26, 0.20], [-0.14, -0.18, 0.00], [-0.04, -0.26, 0.16], [0.05, -0.12, -0.04], [0.20, 0.15, 0.00], [0.20, 0.02, -0.15], [0.19, 0.03, -0.03], [0.39, -0.13, 0.35], [-0.37, -0.34, -0.04], [0.19, 0.07, -0.01], [-0.13, 0.27, -0.17], [0.00, 0.17, 0.08], [-0.18, -0.14, -0.18]], "nbo_charge": [0.6801, -0.6263, -0.0264, -1.0160, 0.1928, 0.2032, 0.1852, 0.1139, 0.1194, -0.6267, -0.0781, -0.4629, 0.7313, -0.5901, 0.9089, -0.3046, -0.3167, -0.3051, 0.2128, 0.2237, 0.2137, 0.2127, 0.2187, -0.2564, -0.4893, 1.0171, -0.6491, -0.5074, -0.2554, 0.1942, 0.2004, 0.2056, 0.2064, 0.1896, 0.2012, -0.2600, -0.4836, 0.9986, -0.6664, -0.4829, -0.2518, 0.1902, 0.2162, 0.1958, 0.1942, 0.1952, 0.1996, -0.2535, -0.4857, 0.9936, -0.7008, -0.4827, -0.2565, 0.1803, 0.1925, 0.2473, 0.1868, 0.1971, 0.2005, -0.7593, 0.3725, -0.4083, 0.2609, 0.2347, 0.3146], "homo_energy_ev": [-3.425, -7.127], "gap_ha": [0.1471, 0.2830], "spin_multiplicity": 4}



Question: Number 2 is which compound?
Answer: CH6NPS